{"formula": "C8H17N4", "method": "ωB97M-V/def2-TZVPD", "smiles": "[H]/N=C(\\C=[N+](C)C)CN1CCCN1", "lumo_energy_ev": [-5.4691, -5.0502], "e_homo_ev": [-10.3, -10.9], "orbital_gap_ev": [4.86, 5.84], "charge": 1, "spin_multiplicity": 1, "symbols": ["H", "N", "C", "C", "N", "C", "C", "C", "N", "C", "C", "C", "N", "H", "H", "H", "H", "H", "H", "H", "H", "H", "H", "H", "H", "H", "H", "H", "H"], "positions_angstrom": [[-0.854, 1.688, -1.254], [-0.364, 1.441, -0.416], [-0.473, 0.294, 0.142], [-1.520, -0.612, -0.042], [-2.784, -0.196, -0.213], [-3.331, 1.119, -0.185], [-3.848, -1.250, 0.035], [0.551, -0.069, 1.252], [1.940, -0.235, 0.749], [2.476, 0.982, 0.267], [3.717, 0.554, -0.500], [3.312, -0.846, -0.902], [2.357, -1.361, 0.094], [-1.260, -1.594, 0.074], [-4.038, 1.232, 0.535], [-2.604, 1.733, 0.225], [-3.833, 1.561, -0.987], [-4.233, -1.384, 1.011], [-4.640, -1.104, -0.684], [-3.517, -2.113, -0.380], [0.481, 0.718, 1.991], [0.120, -0.877, 1.726], [2.507, 1.746, 1.015], [1.787, 1.569, -0.324], [3.828, 1.145, -1.285], [4.500, 0.530, 0.233], [2.675, -0.942, -1.749], [4.199, -1.625, -0.938], [2.849, -2.105, 0.511]]}


{"formula": "C8H17NOS2", "method": "ωB97M-V/def2-TZVPD", "smiles": "CCCCC[C@@](S)(SC)C(N)=O", "lumo_energy_ev": 0.5933, "e_homo_ev": -8.7, "orbital_gap_ev": 9.32, "spin_multiplicity": 1, "symbols": ["C", "C", "C", "C", "C", "C", "S", "S", "C", "C", "N", "O", "H", "H", "H", "H", "H", "H", "H", "H", "H", "H", "H", "H", "H", "H", "H", "H", "H"], "positions_angstrom": [[-4.282, -0.597, 0.126], [-2.860, -0.866, -0.498], [-1.702, 0.040, -0.053], [-0.304, -0.555, -0.461], [0.858, 0.347, -0.184], [2.250, -0.312, -0.043], [2.246, -2.096, -0.590], [3.444, 0.533, -1.131], [3.933, 2.026, -0.242], [2.710, -0.196, 1.364], [3.704, -1.078, 1.755], [2.380, 0.738, 2.062], [-4.731, -1.438, 0.573], [-4.518, 0.201, 0.919], [-5.031, -0.207, -0.640], [-2.954, -0.811, -1.541], [-2.493, -1.839, -0.307], [-1.747, 0.168, 1.138], [-1.743, 1.157, -0.347], [-0.282, -0.838, -1.566], [-0.059, -1.566, -0.041], [0.796, 1.162, -0.853], [0.815, 0.789, 0.778], [3.358, -1.922, -1.249], [4.038, 2.737, -1.092], [4.807, 1.691, 0.155], [3.050, 2.331, 0.513], [3.926, -1.902, 1.303], [4.382, -0.804, 2.533]]}


{"formula": "C8H18BKNO16PS", "method": "ωB97M-V/def2-TZVPD", "lumo_energy_ev": 2.9526, "e_homo_ev": 1.2, "orbital_gap_ev": 1.72, "charge": -2, "spin_multiplicity": 1, "symbols": ["C", "C", "C", "O", "C", "O", "P", "O", "O", "O", "B", "C", "O", "H", "H", "H", "H", "H", "H", "H", "H", "H", "H", "H", "H", "H", "H", "K", "N", "O", "O", "O", "C", "O", "O", "O", "C", "C", "O", "S", "O", "O", "O", "H", "H", "H", "H"], "positions_angstrom": [[-1.630, -2.601, 0.035], [-2.934, -2.343, -0.715], [-3.865, -1.469, 0.145], [-4.601, -0.513, -0.614], [-4.026, 0.744, -0.766], [-2.584, 0.674, -0.795], [-1.800, 1.522, 0.286], [-2.022, 1.016, 1.650], [-2.308, 3.040, 0.245], [-0.345, 1.565, -0.218], [0.600, 0.506, -0.037], [1.222, -0.165, -1.293], [0.940, 0.160, 1.238], [-1.096, -1.655, 0.146], [-1.814, -2.983, 1.041], [-0.959, -3.267, -0.507], [-3.437, -3.286, -0.937], [-2.746, -1.777, -1.626], [-3.332, -1.021, 0.987], [-4.630, -2.120, 0.577], [-4.337, 1.129, -1.735], [-4.366, 1.415, 0.029], [-1.623, 3.542, -0.238], [1.297, 0.567, -2.096], [2.204, -0.552, -1.026], [0.602, -1.005, -1.638], [0.978, -0.804, 1.301], [-2.475, 3.780, 2.116], [2.757, 2.768, -1.089], [2.030, 2.877, -2.098], [3.683, 1.917, -1.079], [2.578, 3.495, -0.098], [-3.935, 7.380, 0.331], [-4.087, 8.452, -0.342], [-4.945, 6.637, 0.691], [-2.729, 6.988, 0.684], [5.939, -3.436, 1.012], [5.392, -2.183, 0.356], [4.161, -2.623, -0.233], [3.496, -3.752, 0.655], [2.524, -3.164, 1.507], [3.183, -4.858, -0.174], [4.779, -4.094, 1.547], [6.408, -4.100, 0.283], [6.641, -3.219, 1.813], [6.044, -1.779, -0.411], [5.167, -1.405, 1.087]]}


{"formula": "C8H18Br2ClNO2PdSSi2", "method": "ωB97M-V/def2-TZVPD", "lumo_energy_ev": -12.5585, "e_homo_ev": -15.0, "orbital_gap_ev": 2.46, "charge": 2, "spin_multiplicity": 1, "symbols": ["C", "C", "O", "Si", "S", "N", "C", "C", "C", "O", "Si", "Cl", "C", "Br", "C", "C", "Br", "H", "H", "H", "H", "H", "H", "H", "H", "H", "H", "H", "H", "H", "H", "H", "H", "H", "H", "Pd"], "positions_angstrom": [[3.378, -2.406, -1.116], [3.332, -0.899, -1.003], [2.247, -0.321, -1.753], [0.988, 0.233, -0.878], [0.247, -1.304, 0.393], [1.538, 1.685, -0.063], [1.372, 1.876, 1.170], [2.292, 1.364, 2.239], [0.230, 2.736, 1.667], [-0.194, 0.517, -2.004], [-1.725, 0.876, -1.538], [-2.501, 1.981, -3.185], [-2.864, -0.622, -1.286], [-4.529, -0.253, -2.304], [-3.255, -0.866, 0.209], [-3.152, -2.363, 0.582], [-5.028, -0.207, 0.662], [4.160, -2.747, -0.441], [3.665, -2.717, -2.114], [2.437, -2.877, -0.850], [4.250, -0.538, -1.457], [3.368, -0.559, 0.034], [1.123, -1.457, 1.400], [1.828, 1.500, 3.207], [2.645, 0.358, 2.049], [3.170, 2.013, 2.196], [0.516, 3.182, 2.616], [-0.654, 2.131, 1.856], [0.050, 3.561, 0.991], [-1.820, 1.791, -0.391], [-2.444, -1.506, -1.751], [-2.538, -0.332, 0.823], [-4.132, -2.795, 0.726], [-2.559, -2.443, 1.484], [-2.598, -2.894, -0.184], [-2.844, 4.303, -1.986]]}


{"formula": "C8H18Cl2MoO3PS", "method": "ωB97M-V/def2-TZVPD", "lumo_energy_ev": [-14.6257, -14.9066], "e_homo_ev": [-21.6, -21.5], "orbital_gap_ev": [7.01, 6.61], "charge": 3, "s2": 2.029, "spin_multiplicity": 3, "symbols": ["C", "C", "H", "H", "H", "O", "Cl", "Mo", "P", "C", "C", "H", "H", "H", "C", "H", "H", "H", "H", "H", "H", "C", "O", "Cl", "C", "S", "C", "O", "H", "H", "H", "H", "H", "H"], "positions_angstrom": [[0.054, -3.813, -3.928], [-0.491, -2.866, -2.927], [-0.812, -4.321, -4.386], [0.739, -4.546, -3.450], [0.627, -3.249, -4.693], [-1.611, -2.489, -2.708], [0.924, -2.292, -1.803], [0.629, -0.447, -0.287], [0.383, 1.525, -1.473], [-1.080, 2.578, -1.313], [1.695, 2.787, -1.438], [1.093, 0.179, -3.361], [0.100, 1.590, -3.836], [-0.679, 0.127, -3.156], [0.209, 0.774, -3.116], [2.680, 2.313, -1.515], [1.509, 3.463, -2.285], [-1.048, 3.282, -2.159], [-1.028, 3.119, -0.359], [1.636, 3.346, -0.492], [-1.990, 1.969, -1.342], [-1.307, -0.738, -0.297], [-2.463, -0.913, -0.164], [3.003, -0.201, -0.491], [2.334, 1.849, 2.084], [0.799, 1.063, 1.536], [1.083, -0.645, 2.184], [-0.235, 1.767, 2.345], [3.219, 1.417, 1.628], [2.401, 1.740, 3.172], [2.264, 2.916, 1.849], [0.392, -0.678, 3.038], [0.854, -1.509, 1.494], [2.113, -0.741, 2.525]]}


{"formula": "C8H18Cl2O3PSSm", "method": "ωB97M-V/def2-TZVPD", "lumo_energy_ev": [-8.9390, -8.8704], "e_homo_ev": [-15.6, -15.6], "orbital_gap_ev": [6.63, 6.70], "charge": 2, "s2": 8.773, "spin_multiplicity": 6, "symbols": ["C", "C", "H", "H", "H", "O", "Cl", "Sm", "P", "C", "C", "H", "H", "H", "C", "H", "H", "H", "H", "H", "H", "C", "O", "Cl", "C", "S", "C", "O", "H", "H", "H", "H", "H", "H"], "positions_angstrom": [[-0.024, -4.608, -4.739], [0.176, -3.898, -3.440], [-1.095, -4.755, -4.934], [0.484, -5.578, -4.705], [0.423, -4.017, -5.546], [-0.697, -3.508, -2.664], [1.891, -3.633, -3.070], [0.201, -0.257, 0.041], [0.010, 1.831, -1.731], [-1.364, 2.879, -1.618], [1.511, 2.757, -1.522], [0.916, 0.363, -3.420], [0.161, 1.876, -4.039], [-0.861, 0.490, -3.524], [0.065, 1.055, -3.327], [2.402, 2.112, -1.560], [1.522, 3.471, -2.346], [-1.235, 3.614, -2.411], [-1.413, 3.381, -0.640], [1.513, 3.292, -0.559], [-2.307, 2.329, -1.760], [-1.690, 0.615, 0.757], [-2.758, 0.980, 1.279], [2.164, -0.764, -0.994], [0.697, -0.029, 3.402], [1.172, -1.623, 2.649], [0.295, -2.699, 3.806], [0.034, -1.635, 1.531], [1.225, 0.068, 4.323], [-0.393, -0.039, 3.555], [0.958, 0.785, 2.709], [-0.770, -2.455, 3.771], [0.449, -3.727, 3.492], [0.705, -2.529, 4.781]]}


{"formula": "C8H18F5NaO4S2", "method": "ωB97M-V/def2-TZVPD", "lumo_energy_ev": 3.9079, "e_homo_ev": -1.1, "orbital_gap_ev": 5.00, "charge": -2, "spin_multiplicity": 1, "symbols": ["Na", "F", "F", "C", "O", "O", "C", "F", "F", "F", "C", "C", "H", "H", "H", "H", "H", "H", "C", "S", "O", "C", "H", "H", "H", "H", "H", "H", "C", "S", "O", "C", "H", "H", "H", "H", "H", "H"], "positions_angstrom": [[1.933, 0.403, -1.223], [1.616, 1.342, -3.336], [4.240, 0.930, -1.181], [-0.156, 1.339, 1.055], [-1.550, 1.530, 1.421], [-0.037, 1.677, -0.233], [0.807, 2.000, 2.129], [0.994, 1.208, 3.228], [2.060, 2.087, 1.624], [0.495, 3.241, 2.596], [-2.004, 0.977, 2.615], [-3.462, 1.417, 2.767], [-3.905, 1.224, 1.789], [-3.950, 0.719, 3.456], [-3.615, 2.422, 3.151], [-1.489, 1.285, 3.538], [-1.862, -0.114, 2.624], [-0.018, 0.255, 1.224], [-3.265, 0.437, -4.493], [-1.975, -0.775, -4.434], [-0.974, -0.486, -5.537], [-1.047, -0.328, -2.895], [-3.267, 1.152, -3.671], [-4.230, 0.044, -4.800], [-2.854, 0.992, -5.345], [-1.868, -0.274, -2.176], [-0.654, 0.655, -3.171], [-0.258, -0.993, -2.566], [2.904, -1.520, 2.214], [2.005, -2.596, 1.054], [1.487, -1.746, -0.064], [3.446, -3.531, 0.410], [3.630, -0.864, 1.728], [3.497, -2.114, 2.919], [2.297, -0.924, 2.894], [3.862, -2.819, -0.306], [3.067, -4.351, -0.201], [4.100, -3.900, 1.194]]}


{"formula": "C8H18FNO2", "method": "ωB97M-V/def2-TZVPD", "lumo_energy_ev": -0.2716, "e_homo_ev": -7.2, "orbital_gap_ev": 6.89, "spin_multiplicity": 1, "symbols": ["C", "C", "N", "C", "C", "C", "C", "C", "C", "O", "O", "H", "H", "H", "H", "H", "H", "H", "H", "H", "H", "H", "H", "H", "H", "H", "H", "H", "H", "F"], "positions_angstrom": [[2.592, 0.315, 0.981], [1.208, 0.922, 0.572], [0.471, 0.110, -0.436], [-0.361, 1.010, -1.321], [-1.517, 1.693, -0.540], [-2.487, 0.531, -0.055], [-1.629, -0.345, 0.948], [-0.436, -0.935, 0.124], [0.275, -2.056, 0.942], [1.482, -2.546, 0.322], [1.155, -3.193, -0.879], [2.501, -0.581, 1.617], [3.144, 1.073, 1.577], [3.224, 0.123, 0.090], [0.628, 1.161, 1.476], [1.444, 1.892, 0.083], [1.132, -0.366, -1.053], [0.351, 1.737, -1.806], [-0.840, 0.402, -2.119], [-1.150, 2.173, 0.389], [-2.049, 2.434, -1.164], [-2.779, -0.125, -0.903], [-3.374, 0.976, 0.432], [-1.315, 0.275, 1.807], [-2.214, -1.222, 1.296], [-0.903, -1.440, -0.751], [-0.419, -2.930, 0.940], [0.439, -1.806, 2.006], [1.047, -2.547, -1.594], [0.381, 3.268, -2.980]]}


Quick rundown of strongest force on any atom, same order as above: 0.0903 0.0913 0.1245 0.0513 0.1948 0.3208 0.0659 0.0466 hartree/bohr